[1]
A structure of composition C15H40O5Ti. Source: the OMol25 dataset; level of theory: ωB97M-V/def2-TZVPD.

Geometry as XYZ:
```
61
Properties=species:S:1:pos:R:3:forces:R:3
Ti 7.0315 9.3848 10.0646 0.285 -1.163 1.037
C 5.1025 6.5321 12.5847 -0.488 -1.212 -0.902
C 6.5628 6.7632 12.2412 0.067 -0.689 -0.668
C 7.4878 5.5709 12.4547 0.087 0.105 0.711
O 6.6928 7.1012 10.7912 -0.270 0.418 1.227
H 4.6868 5.7132 11.9322 0.365 0.541 0.614
H 4.5021 7.4054 12.3682 -0.087 0.383 0.001
H 4.9141 6.2330 13.6224 0.346 0.102 -0.192
H 6.9083 7.5870 12.8481 0.270 0.565 -0.213
H 7.1922 4.9886 13.3404 -0.023 0.099 -0.303
H 8.4968 5.9523 12.6797 -0.181 -0.341 -0.432
H 7.4854 4.9266 11.5676 0.088 0.124 0.315
H 5.8172 6.9039 10.4395 -0.025 0.143 -0.307
C 10.0504 8.2960 9.2554 -1.052 -1.137 2.084
C 10.3413 8.7200 10.6877 -0.380 0.553 0.727
C 11.1726 10.0048 10.7710 0.024 -0.593 -0.305
O 9.0195 8.8914 11.3572 1.078 0.135 0.087
H 9.3871 7.4159 9.3731 0.145 0.426 -0.444
H 10.9218 7.9548 8.7681 1.078 -0.104 -0.663
H 9.5505 9.0817 8.7248 -0.213 0.437 -0.449
H 10.7969 7.9470 11.3101 0.365 -0.246 -0.610
H 12.0359 9.9047 10.0913 -0.281 0.147 0.317
H 11.5414 10.2150 11.7713 0.036 -0.099 0.137
H 10.5680 10.8462 10.4594 -0.129 0.257 -0.251
H 9.2210 8.9719 12.3169 -0.491 0.024 -0.959
C 7.4890 9.0184 6.0004 -1.428 -1.000 -0.705
C 6.3699 8.4104 6.9223 1.738 -0.369 -0.206
C 5.6752 7.1649 6.3622 -0.763 0.739 0.427
O 7.0075 8.1415 8.2250 -0.123 -0.411 -0.471
H 7.0992 9.5439 5.0894 0.085 -0.364 0.919
H 8.0683 8.1738 5.6132 0.239 0.216 0.151
H 8.1101 9.6851 6.5714 0.238 0.175 0.097
H 5.6557 9.1622 7.1812 -0.619 0.382 0.033
H 6.3270 6.3969 5.9598 0.361 0.221 -0.325
H 4.9701 7.5525 5.5974 0.404 -0.636 0.240
H 5.0920 6.6502 7.1479 0.037 0.489 -0.264
H 7.3755 7.2433 8.2683 -0.183 0.331 -0.168
C 6.6489 10.3293 14.4467 -1.964 -1.204 -0.957
C 5.9876 10.4257 13.0439 0.583 0.748 0.166
C 5.0270 11.5933 13.0241 -0.999 0.431 -0.402
O 7.0200 10.5726 11.9862 -1.355 -0.326 1.086
H 5.7965 9.9237 15.0366 0.796 0.306 0.199
H 6.9410 11.2879 14.8663 0.260 -0.024 -0.147
H 7.4172 9.5625 14.4171 0.340 0.137 0.308
H 5.4082 9.5281 12.7692 0.591 0.129 0.170
H 4.1495 11.4079 13.6792 0.682 0.053 -0.069
H 4.5690 11.7201 12.0323 0.280 -0.073 0.083
H 5.4787 12.5595 13.2952 0.012 -0.393 0.039
H 7.7320 11.0522 12.4015 0.532 0.301 -0.085
C 8.0349 12.1570 8.2947 0.781 0.549 1.250
C 6.5461 12.2547 8.5455 -0.261 -0.016 -0.555
C 5.7636 12.0325 7.2593 -1.332 0.855 0.458
O 6.2683 11.1798 9.4559 -0.188 0.055 -0.060
H 8.5875 12.1040 9.2815 -0.518 0.190 -1.033
H 8.4422 13.0014 7.7089 -0.312 -0.437 0.212
H 8.2075 11.2167 7.7795 0.207 0.038 -0.135
H 6.2230 13.1735 9.0540 0.294 -0.053 -0.296
H 6.1453 11.2393 6.6337 0.191 -0.203 0.025
H 5.6712 12.9430 6.6578 0.344 -0.066 0.083
H 4.7207 11.8138 7.5567 0.337 -0.145 -0.302
H 5.3583 11.0698 9.8046 0.097 0.503 -0.327
```
Positions in Å, forces in eV/Å.

Output
HOMO (spin up / spin down) (eV): -7.3 / -13.5
Kohn-Sham gap (spin up / spin down) (eV): 5.24 / 11.25
2S+1: 4
Charge: +1

=====

[2]
A cluster of 11 separate species, C15H41N10O21 in total. Source: the OMol25 dataset; level of theory: ωB97M-V/def2-TZVPD.

Geometry as XYZ:
```
87
Properties=species:S:1:pos:R:3:forces:R:3
C 6.4871 0.7862 5.0162 0.281 0.091 -0.842
C 5.7141 1.4142 3.8534 -0.578 -0.345 0.166
C 4.4196 2.0247 4.3022 1.657 0.157 -0.352
O 3.7691 1.3508 5.4436 -0.662 0.148 -0.335
C 2.3998 1.1224 5.3037 0.200 -0.782 0.791
C 2.1180 -0.3883 5.1406 0.018 0.544 0.115
H 5.9418 -0.0009 5.5533 -0.139 0.055 0.388
H 7.3571 0.2851 4.5866 0.293 -0.031 0.075
H 6.8679 1.5253 5.7226 -0.038 0.078 0.302
H 5.4809 0.5826 3.1710 -0.090 -0.084 -0.162
H 3.7465 2.0714 3.4443 -0.335 0.014 0.016
H 4.6246 3.0438 4.6467 -0.333 0.206 0.297
H 1.9551 1.6765 4.4780 -0.037 0.249 -0.124
H 1.9276 1.4219 6.2450 -0.253 0.316 0.005
H 1.8591 -0.6222 4.1156 0.082 -0.307 -0.177
H 1.3205 -0.7150 5.8029 -0.307 -0.077 -0.026
H 3.0239 -0.8924 5.4507 0.201 -0.256 -0.127
C -0.3587 -0.4131 0.6613 -0.062 -0.085 0.371
N -0.0951 0.6282 1.6897 -0.031 -0.028 0.089
O -0.1746 0.3176 2.8589 -0.113 0.110 -0.099
O 0.1907 1.7392 1.2813 -0.114 0.016 0.075
H -0.5925 -1.3415 1.1690 -0.001 0.011 0.035
H -1.1936 -0.0723 0.0569 0.082 0.074 -0.079
H 0.5341 -0.5099 0.0654 0.069 0.071 -0.103
C 1.4986 -2.6407 -3.6323 -0.018 0.232 -0.017
N 1.1855 -2.3146 -2.2150 0.067 0.086 -0.055
O 0.5814 -1.2853 -1.9769 0.057 -0.249 -0.260
O 1.5445 -3.1118 -1.3709 -0.095 -0.066 0.053
H 1.1111 -1.8499 -4.2608 -0.015 0.056 0.042
H 2.5775 -2.7192 -3.7234 0.013 -0.058 0.079
H 1.0217 -3.5877 -3.8563 0.116 -0.005 0.055
C 1.1592 3.6867 -1.0830 0.136 0.060 0.120
N 1.6861 3.2364 -2.4008 0.009 0.007 -0.007
O 2.8633 2.9598 -2.4818 -0.095 0.004 -0.047
O 0.8872 3.1739 -3.3179 0.049 -0.009 0.049
H 1.9711 3.6934 -0.3657 0.047 -0.052 -0.037
H 0.7503 4.6832 -1.2211 -0.073 -0.034 -0.051
H 0.3871 2.9858 -0.7863 -0.045 0.029 -0.022
C -0.8513 4.0610 3.9730 0.257 -0.098 0.012
N -1.1904 5.1413 3.0073 0.064 -0.030 -0.007
O -0.3088 5.5881 2.3093 -0.125 0.015 0.016
O -2.3532 5.5115 2.9799 -0.020 0.011 -0.003
H 0.2043 3.8315 3.8874 0.012 0.021 -0.079
H -1.0931 4.4262 4.9665 -0.100 0.002 -0.021
H -1.4565 3.1974 3.7159 -0.041 0.011 0.031
C -2.0531 -4.1800 -3.0043 0.012 0.202 -0.068
N -1.6041 -4.8422 -4.2571 -0.052 0.136 0.032
O -0.4179 -5.0758 -4.3822 -0.117 -0.252 -0.094
O -2.4511 -5.1154 -5.0860 0.064 0.112 0.112
H -1.1869 -3.9983 -2.3828 0.038 -0.033 -0.013
H -2.5344 -3.2477 -3.2867 -0.063 -0.039 -0.044
H -2.7514 -4.8460 -2.5116 -0.037 -0.005 -0.015
C 1.3006 -5.2827 -7.5573 0.062 -0.090 0.153
N 0.9193 -3.8482 -7.4341 -0.033 -0.035 0.053
O 1.0223 -3.3290 -6.3379 0.015 0.023 -0.249
O 0.5247 -3.2948 -8.4362 0.022 -0.014 0.080
H 1.6249 -5.6373 -6.5867 -0.034 0.044 0.031
H 0.4235 -5.8240 -7.8982 0.008 0.026 -0.085
H 2.1009 -5.3439 -8.2882 -0.064 0.011 -0.081
C -0.0657 -5.7413 0.9166 0.077 0.105 0.105
N -1.1919 -5.3912 0.0093 0.046 -0.003 0.050
O -1.6700 -4.2791 0.0985 -0.037 -0.075 -0.044
O -1.5633 -6.2466 -0.7742 0.049 0.056 0.108
H 0.1473 -4.8847 1.5442 -0.029 0.045 -0.041
H -0.3797 -6.5961 1.5076 0.002 -0.064 -0.076
H 0.7868 -5.9925 0.2931 -0.030 -0.053 -0.028
C -2.6479 8.3530 1.2814 0.167 -0.056 -0.154
N -2.7921 9.8119 1.0253 -0.051 -0.015 -0.044
O -3.3728 10.1604 0.0168 0.066 0.020 0.073
O -2.3144 10.5652 1.8511 -0.049 -0.028 -0.050
H -3.1194 7.8110 0.4723 -0.061 0.051 -0.015
H -1.5848 8.1358 1.3306 0.005 0.025 0.100
H -3.1302 8.1350 2.2243 0.074 0.013 0.067
C -1.4960 -8.1231 -5.0859 0.068 0.051 0.123
N -1.0143 -8.7343 -6.3533 0.054 -0.016 -0.002
O 0.1796 -8.9369 -6.4691 -0.089 0.046 -0.040
O -1.8504 -8.9834 -7.1965 0.066 -0.002 0.042
H -0.6421 -7.9585 -4.4400 0.045 -0.024 -0.040
H -1.9784 -7.1823 -5.3464 -0.031 -0.215 -0.025
H -2.2019 -8.8142 -4.6348 -0.071 0.012 -0.092
C -5.9046 5.9638 3.7029 0.207 -0.068 0.014
N -6.2823 7.0391 2.7436 0.050 -0.039 0.013
O -5.4047 7.4845 2.0320 -0.243 0.017 0.029
O -7.4422 7.3942 2.7404 0.089 -0.014 -0.019
H -4.8462 5.7560 3.5883 0.004 0.040 -0.050
H -6.1296 6.3267 4.7010 -0.103 -0.014 -0.010
H -6.5050 5.0915 3.4644 -0.086 0.038 0.043
```
Positions in Å, forces in eV/Å.

Output
HOMO (eV): -1.2
Kohn-Sham gap (eV): 1.80
Charge: -1

=====

[3]
A cluster of 3 separate species, C15H42Cl2N6O2P3 in total. Source: the OMol25 dataset; level of theory: ωB97M-V/def2-TZVPD.

Geometry as XYZ:
```
70
Properties=species:S:1:pos:R:3:forces:R:3
C -2.5047 5.0920 -5.0205 0.284 -0.805 0.885
C -2.7097 3.4336 -5.0796 2.582 -1.495 -1.565
Cl -4.2598 2.6476 -4.3380 3.138 1.721 -1.707
C -1.6407 2.5695 -5.7237 -3.484 1.702 2.189
P -0.0779 3.4272 -6.5095 -2.623 -1.639 0.337
Cl -1.8977 0.6971 -5.7653 0.881 3.320 -0.152
H -2.4470 5.5596 -6.1017 -0.396 -1.028 2.232
H -1.4759 5.2962 -4.4514 -2.208 -0.494 -1.221
H -3.3355 5.5834 -4.3376 1.641 -1.144 -1.752
H 0.2746 4.6065 -5.7477 -0.092 -0.911 -0.695
H -0.5002 3.7611 -7.8767 0.782 -0.069 1.289
H 0.9637 2.4253 -6.5726 -0.622 0.934 0.074
O -2.5682 2.7446 0.4911 3.855 -0.634 -0.503
P -2.4496 1.2286 0.7830 -7.037 -0.315 1.300
N -3.6454 0.8199 -0.3779 -0.662 -0.816 -1.805
C -4.9343 1.5055 -0.4248 -0.106 0.258 0.210
C -3.0901 0.8286 -1.7412 0.197 -0.370 0.488
N -3.0717 1.3385 2.3648 0.857 0.849 2.149
C -4.4592 1.1576 2.7406 0.018 -0.722 -0.138
C -2.4828 2.3882 3.1995 0.145 0.290 -0.350
N -2.3131 -0.5142 1.1186 2.042 0.662 -0.251
C -3.2329 -1.5780 0.7602 0.191 -0.399 -1.308
C -1.3421 -0.9218 2.1245 0.458 0.136 -0.060
H -5.5548 1.1101 -1.2398 0.357 -0.100 -0.033
H -4.8336 2.5857 -0.5739 -0.010 0.051 -0.006
H -5.5223 1.3315 0.4717 0.160 0.077 0.100
H -2.1390 0.2873 -1.7713 0.033 0.000 0.062
H -2.9082 1.8496 -2.0949 0.027 0.036 0.027
H -3.7629 0.3250 -2.4439 -0.070 0.056 0.145
H -5.0665 2.0349 2.4897 -0.054 0.074 -0.020
H -4.5489 0.9882 3.8193 0.198 0.111 -0.056
H -4.8991 0.2746 2.2765 0.014 0.083 -0.148
H -2.9426 3.3641 3.0038 0.060 0.097 0.049
H -1.4066 2.4744 3.0080 -0.233 0.062 -0.006
H -2.5941 2.1591 4.2638 -0.132 -0.188 -0.136
H -4.2307 -1.4219 1.1721 -0.040 0.240 -0.065
H -2.8927 -2.5560 1.1242 0.318 0.356 0.153
H -3.3102 -1.6894 -0.3264 -0.215 0.007 0.218
H -1.8252 -1.1095 3.0890 -0.065 0.010 -0.057
H -0.5814 -0.1470 2.2700 -0.141 -0.144 0.066
H -0.8091 -1.8274 1.8155 0.005 0.123 0.072
O 2.0927 -1.8100 2.5571 -2.414 1.590 -2.782
P 2.9387 -1.9062 1.2637 5.294 -3.080 4.095
N 3.2547 -3.5780 1.4875 -0.120 -1.670 -0.548
C 3.7241 -4.1050 2.7663 0.096 0.152 0.421
C 2.1077 -4.3987 1.0653 0.152 0.193 -0.369
N 4.1952 -0.9113 1.8404 0.312 2.520 0.367
C 5.4030 -1.3711 2.4952 0.283 -0.307 -0.563
C 3.7673 0.3475 2.4550 -0.417 -0.188 0.158
N 3.9111 -2.0169 -0.2230 -1.859 1.124 -0.952
C 4.8342 -3.0628 -0.6231 -0.630 -1.069 -0.511
C 4.0595 -0.8008 -1.0104 -0.341 0.085 0.013
H 3.8576 -5.1935 2.7120 -0.238 0.185 -0.283
H 3.0347 -3.8925 3.5901 0.005 -0.038 0.005
H 4.7071 -3.7247 3.0286 -0.070 0.190 -0.025
H 1.7418 -4.0717 0.0867 -0.001 0.066 0.000
H 1.2776 -4.3261 1.7770 -0.020 -0.029 0.028
H 2.3935 -5.4510 0.9607 0.088 0.149 0.109
H 5.2168 -1.6613 3.5357 -0.006 -0.026 0.065
H 6.1641 -0.5831 2.5006 -0.208 0.099 -0.022
H 5.8633 -2.2075 1.9686 -0.150 -0.088 0.058
H 3.4676 0.2045 3.4999 -0.067 0.113 0.040
H 2.9147 0.7716 1.9113 0.086 -0.104 0.176
H 4.5639 1.0972 2.4217 0.116 -0.217 -0.083
H 5.6414 -3.2035 0.0968 -0.130 -0.014 0.201
H 5.3092 -2.8452 -1.5885 -0.272 0.376 0.111
H 4.3171 -4.0170 -0.7685 0.259 0.095 0.152
H 5.0201 -0.3143 -0.8117 0.016 -0.037 0.028
H 3.2620 -0.0860 -0.7797 0.169 -0.049 0.062
H 3.9872 -1.0126 -2.0826 0.013 0.001 0.038
```
Positions in Å, forces in eV/Å.

Output
HOMO (eV): -9.3
Kohn-Sham gap (eV): 4.85
Charge: +1